{
  "formula": "C4H3N2O2S",
  "method": "the ωB97M-V functional and the def2-TZVPD basis",
  "e_lumo_ev": 3.55,
  "homo_lumo_gap_ev": 6.743,
  "total_charge": -1,
  "fmax_ev_per_a": 5.508,
  "total_energy_ev": -22106.364,
  "relative_energy_ev": 2.3755,
  "elements": ["C", "C", "C", "C", "N", "N", "O", "O", "S", "H", "H", "H"],
  "coordinates": [[4.1649, 1.4277, 0.1709], [2.0302, 0.4631, -0.0553], [4.3853, -0.9457, -0.0989], [-0.3216, 0.2522, 0.2285], [4.7291, 0.3530, -0.0370], [0.8948, 0.9718, 0.1508], [4.2102, 2.6283, 0.1945], [5.1242, -1.8876, -0.1802], [2.5891, -1.2037, -0.1995], [-0.2989, -0.9089, 0.1037], [-1.2691, 0.7377, -0.0862], [-0.5275, 0.0381, 1.4220]],
  "forces_ev_per_angstrom": [[-2.681, 1.605, -1.212], [1.671, 1.272, 0.850], [-1.368, 1.039, -0.379], [-1.257, -3.271, 4.249], [2.855, -0.666, 0.429], [0.161, 0.166, -0.909], [0.005, -1.642, 0.509], [0.249, -0.286, 0.128], [-0.928, -0.896, 0.028], [0.109, 1.710, -1.243], [0.931, -0.243, -0.327], [0.252, 1.210, -2.125]]
}

{
  "formula": "C4H3N2O4S2",
  "method": "the ωB97M-V functional and the def2-TZVPD basis",
  "e_lumo_ev": [2.12, 2.96],
  "homo_lumo_gap_ev": [6.127, 8.649],
  "total_charge": -1,
  "fmax_ev_per_a": 5.469,
  "total_energy_ev": -37030.458,
  "relative_energy_ev": 6.8282,
  "elements": ["C", "C", "C", "C", "N", "N", "O", "O", "O", "O", "S", "S", "H", "H", "H"],
  "coordinates": [[-2.4543, -0.3829, 1.2093], [-1.1194, -0.6517, 1.1982], [-2.9553, -0.5336, -0.0761], [-0.6334, -1.0463, -0.0380], [2.9949, 1.2391, -0.1054], [2.1006, 1.8249, -0.7869], [1.1489, 1.1087, -1.2340], [2.0917, 3.0401, -1.0235], [2.6124, -1.1088, 0.8132], [2.9368, -0.8112, -1.7017], [-1.7249, -1.0262, -1.2889], [2.4411, -0.3547, -0.3953], [-3.1367, -0.0889, 1.9187], [-0.3264, -0.6690, 2.0399], [-3.9759, -0.5394, -0.5295]],
  "forces_ev_per_angstrom": [[-1.607, -0.404, -3.772], [5.241, -1.208, 0.990], [-0.730, -0.506, -1.867], [0.777, 0.452, 1.227], [1.071, -1.521, 0.561], [-1.508, 2.630, -1.202], [-0.761, 0.365, -0.700], [0.443, -0.359, 0.473], [1.093, -0.718, 0.915], [0.210, -0.015, 1.423], [-1.304, 0.560, 1.430], [-1.022, -0.480, -1.406], [-0.920, 0.558, 2.063], [-1.801, 0.331, -1.180], [0.818, 0.316, 1.044]]
}

{
  "formula": "C4H3N3",
  "method": "the ωB97M-V functional and the def2-TZVPD basis",
  "smiles": "C#Cc1cnn[nH]1",
  "e_lumo_ev": 0.69,
  "homo_lumo_gap_ev": 10.160,
  "fmax_ev_per_a": 0.785,
  "total_energy_ev": -8663.727,
  "relative_energy_ev": 2.6834,
  "elements": ["C", "C", "C", "C", "N", "N", "N", "H", "H", "H"],
  "coordinates": [[-0.7965, -0.2404, -2.3551], [-0.7175, 0.0010, -1.1847], [-0.2317, 0.0536, 0.1297], [0.2668, -0.9661, 0.8956], [0.9171, -0.4246, 1.9502], [0.8397, 0.8683, 1.8794], [0.1535, 1.1708, 0.7806], [-0.6273, -0.5700, -3.3382], [0.2068, -2.0280, 0.7052], [-0.0109, 2.1356, 0.5374]],
  "forces_ev_per_angstrom": [[0.098, -0.048, 0.401], [0.116, -0.158, -0.622], [0.116, 0.069, 0.186], [-0.002, -0.152, 0.054], [-0.057, 0.139, 0.197], [0.067, -0.071, 0.181], [-0.051, 0.095, 0.150], [-0.371, 0.061, -0.689], [0.053, 0.174, 0.135], [0.031, -0.108, 0.007]]
}

{
  "formula": "C4H3N3",
  "method": "the ωB97M-V functional and the def2-TZVPD basis",
  "smiles": "N#Cc1ncc[nH]1",
  "e_lumo_ev": 0.50,
  "homo_lumo_gap_ev": 9.717,
  "fmax_ev_per_a": 4.599,
  "total_energy_ev": -8664.918,
  "relative_energy_ev": 1.4928,
  "elements": ["N", "C", "C", "N", "C", "C", "N", "H", "H", "H"],
  "coordinates": [[-1.7661, 2.0038, 1.4717], [-0.7291, 1.5577, 1.2229], [0.2645, 0.7789, 0.6395], [1.4645, 0.2980, 0.5374], [1.3472, -0.7428, -0.3562], [0.0567, -0.9087, -0.7819], [-0.7206, 0.0075, -0.2249], [2.1794, -1.3470, -0.6734], [-0.3426, -1.6356, -1.4532], [-1.7539, -0.0119, -0.3819]],
  "forces_ev_per_angstrom": [[0.699, 0.137, 0.254], [-0.448, 2.311, 1.974], [-3.257, -2.216, -2.374], [-1.085, 0.277, -0.067], [0.190, -0.188, -0.125], [0.665, -0.741, -0.538], [1.588, -0.179, 0.225], [0.187, 0.169, 0.189], [-0.012, -0.342, -0.306], [1.471, 0.772, 0.767]]
}